Entry 1:
{"formula": "C5H7N", "method": "ωB97M-V with the def2-TZVPD basis set", "elements": ["H", "C", "C", "H", "C", "C", "H", "H", "H", "N", "H", "C", "H"], "xyz": [[1.3691, -1.5816, -0.3655], [-1.4922, -0.1019, -0.4493], [-0.4915, -0.9587, 0.1120], [-2.9047, 1.1829, -1.1984], [-1.9011, 1.0594, -0.8806], [1.4821, 0.3844, 0.5224], [-1.2777, 1.9234, -0.7828], [0.9198, 1.0281, 1.0975], [1.0980, -1.6436, 1.2138], [-1.6178, -1.5318, -0.1356], [2.4205, 0.5978, 0.9485], [0.8689, -1.0331, 0.4484], [1.5266, 0.6748, -0.5303]], "forces_ev_per_angstrom": [[-0.17, 0.21, -0.19], [2.03, -2.10, 1.34], [-3.61, 1.53, -1.67], [-0.76, 0.23, -0.39], [-0.57, 0.06, 0.09], [-0.11, -1.24, -1.97], [0.32, 0.25, -0.11], [-2.03, 1.43, 0.80], [0.40, -1.97, 3.22], [0.20, 0.60, -0.04], [1.70, -0.99, 0.37], [2.70, 1.29, -1.75], [-0.10, 0.69, 0.30]], "smiles": "C=C1N=C1CC", "e_above_lowest_kcal_mol": 80.0, "orbital_gap_ha": 0.3551, "molar_mass_g_mol": 81.118, "e_homo_ev": -8.857}

***

Entry 2:
{"formula": "C5H7N", "method": "ωB97M-V with the def2-TZVPD basis set", "elements": ["C", "H", "H", "H", "H", "C", "C", "C", "H", "H", "N", "H", "C"], "xyz": [[-0.0849, 0.9830, -0.7434], [-1.8031, -0.3568, -1.1545], [0.1968, -1.8962, -0.6842], [0.3236, 1.7119, 1.4121], [-1.3894, -0.6584, 1.4592], [-0.7526, -0.2973, 0.6524], [0.4124, -1.1924, 0.1316], [0.2388, 0.8980, 0.7050], [0.9264, -1.6951, 0.9537], [0.1357, 1.8377, -1.3803], [-1.3992, 0.3285, -0.5113], [2.1136, 0.2362, -0.5783], [1.0817, 0.1009, -0.2621]], "forces_ev_per_angstrom": [[-0.11, 0.31, -0.18], [0.54, 0.26, -0.35], [-0.10, 0.02, 0.24], [0.37, -0.17, -0.05], [0.00, 0.10, -0.11], [-0.22, -0.24, 0.45], [0.00, -0.16, 0.02], [0.12, 0.20, 0.32], [-0.05, 0.04, -0.07], [-0.49, -0.25, 0.04], [0.09, -0.15, -0.21], [-0.30, 0.13, -0.01], [0.16, -0.09, -0.08]], "e_above_lowest_kcal_mol": 71.7, "orbital_gap_ha": 0.3667, "molar_mass_g_mol": 81.118, "e_homo_ev": -8.787}